Molecular formula: C69H69N9O4Os
Method: DFT, ωB97M-V/def2-TZVPD

Values from the calculation:
HOMO (alpha / beta) = -11.65 / -11.44 eV
net charge = +2
total energy = -96731.1904 eV
frontier orbital gap (alpha / beta) = 0.1819 / 0.1750 hartree

CARTESIAN COORDINATES (ANGSTROEM)
Os: -0.40575 1.74384 1.77989
C: 5.69384 -1.53557 6.42913
C: 4.73351 -1.57429 5.23634
C: 5.53499 -1.70186 3.92492
C: 3.75700 -2.74976 5.36675
C: 3.95043 -0.28915 5.10365
O: 2.89948 -0.31958 4.36000
N: 4.35947 0.80561 5.68672
C: 3.67073 2.03788 5.58761
C: 4.13731 3.15215 6.26711
C: 3.42603 4.33591 6.18660
C: 2.24931 4.38521 5.45261
C: 1.79950 3.27218 4.76030
C: 2.52263 2.08950 4.81096
C: 2.11009 0.87872 3.99174
C: 2.45271 1.12813 2.53773
C: 3.76354 1.12606 2.03420
C: 3.65576 1.21574 0.66099
C: 2.27804 1.29262 0.35800
N: 1.56937 1.30949 1.54565
C: 1.64878 1.37944 -0.92942
C: 0.53073 2.28091 -1.04756
C: 0.29666 3.22336 -2.10803
C: -0.82311 3.92208 -1.78717
C: -1.32146 3.35620 -0.56517
C: -2.55009 3.59812 0.02887
C: -3.10004 2.84521 1.09391
N: -2.37880 2.04440 1.90996
C: -3.23412 1.52646 2.84740
C: -2.83285 0.70635 3.91394
C: -1.50189 0.43505 4.27684
C: -1.08280 -0.30701 5.41183
C: 0.29218 -0.26002 5.43028
C: 0.68261 0.50557 4.31114
N: -0.38024 0.92474 3.62495
C: -3.89887 0.05511 4.72839
C: -4.61479 0.78141 5.67480
C: -5.58953 0.16401 6.44003
C: -5.86319 -1.18179 6.26758
C: -5.15928 -1.91705 5.32969
C: -4.17932 -1.31345 4.55283
N: -3.41204 -2.08850 3.64055
C: -3.60237 -2.51992 2.35282
O: -2.63060 -2.97573 1.77180
C: -4.98804 -2.53526 1.69856
C: -5.63450 -3.85706 2.14536
C: -5.87981 -1.34481 2.05584
C: -4.79522 -2.55929 0.17815
C: -4.55907 2.00720 2.58021
C: -4.46802 2.84818 1.51317
C: -3.18309 4.88886 -0.29385
C: -4.23147 5.13318 -1.15989
C: -4.67907 6.43863 -1.32698
C: -4.07246 7.47984 -0.63589
C: -3.00514 7.23669 0.22422
C: -2.56655 5.93888 0.39939
N: -1.40624 5.56228 1.18306
C: -1.34460 4.87447 2.37257
O: -0.53005 3.94205 2.47631
C: -2.13256 5.38380 3.58189
C: -3.65390 5.36373 3.37299
C: -1.67580 6.82588 3.85756
C: -1.79813 4.50267 4.78800
N: -0.42226 2.42658 -0.11042
C: 2.06971 0.56348 -2.06524
C: 3.29442 -0.13940 -2.02956
C: 3.70122 -0.99962 -3.01848
C: 2.86756 -1.25993 -4.09980
C: 1.63337 -0.64891 -4.14990
C: 1.22147 0.26422 -3.18243
N: -0.10022 0.71517 -3.25975
C: -0.90308 1.30349 -4.22244
O: -2.07060 1.45068 -3.91350
C: -0.38194 1.79231 -5.57768
C: -1.02140 3.17216 -5.81296
C: -0.94721 0.81799 -6.62645
C: 1.13660 1.94029 -5.73874
H: 6.10462 -2.53176 6.58046
H: 5.18988 -1.24948 7.35368
H: 6.54146 -0.86864 6.25833
H: 6.12504 -2.61612 3.95396
H: 6.21936 -0.86198 3.79936
H: 4.86499 -1.74492 3.06684
H: 3.18651 -2.67818 6.29287
H: 4.31192 -3.68511 5.38182
H: 3.06445 -2.77324 4.52811
H: 5.18158 0.77492 6.27409
H: 5.04353 3.08816 6.85554
H: 3.79352 5.21333 6.69742
H: 1.68315 5.30451 5.41274
H: 0.88847 3.32430 4.17454
H: 4.67866 1.08557 2.60243
H: 4.47964 1.33507 -0.01894
H: 0.93435 3.37280 -2.96191
H: -1.29040 4.71502 -2.34601
H: -1.73095 -0.79004 6.12304
H: 0.94919 -0.71824 6.14888
H: -4.38587 1.83014 5.81866
H: -6.13725 0.73736 7.17436
H: -6.62606 -1.66330 6.86263
H: -5.34892 -2.97262 5.19632
H: -2.43355 -2.14745 3.89359
H: -5.79229 -3.87479 3.22255
H: -4.99668 -4.69958 1.87920
H: -6.59797 -3.98437 1.65297
H: -6.23688 -1.38584 3.08050
H: -6.74852 -1.34907 1.39728
H: -5.34853 -0.40511 1.90538
H: -4.06463 -3.31397 -0.10423
H: -4.44373 -1.58957 -0.17908
H: -5.74212 -2.78529 -0.31054
H: -5.44313 1.77413 3.14727
H: -5.25583 3.40805 1.04062
H: -4.68192 4.31298 -1.70281
H: -5.49547 6.63875 -2.00620
H: -4.42172 8.49298 -0.77582
H: -2.52505 8.05640 0.74055
H: -0.68254 5.21247 0.56303
H: -3.94562 5.74677 2.40017
H: -4.12616 5.98696 4.13203
H: -4.03473 4.35189 3.47746
H: -1.92226 7.48126 3.02548
H: -0.60040 6.87206 4.03150
H: -2.18495 7.19740 4.74614
H: -2.04988 3.46104 4.58260
H: -2.36709 4.83778 5.65433
H: -0.73595 4.55249 5.02429
H: 3.93763 -0.02171 -1.17754
H: 4.65863 -1.49395 -2.93716
H: 3.15794 -1.96800 -4.86298
H: 0.93386 -0.89320 -4.93598
H: -0.61093 0.64597 -2.38916
H: -2.09342 3.12863 -5.63828
H: -0.84676 3.48106 -6.84243
H: -0.58730 3.92222 -5.14981
H: -2.03498 0.81668 -6.58074
H: -0.59825 -0.20273 -6.46410
H: -0.64222 1.12948 -7.62465
H: 1.62861 2.28302 -4.82804
H: 1.33180 2.68225 -6.51222
H: 1.61476 1.01683 -6.05267
C: -0.08256 -2.68657 -0.71584
C: 0.49099 -2.56542 0.53995
C: 0.16394 -1.46975 1.31610
N: -0.66525 -0.51849 0.89678
C: -1.24190 -0.64952 -0.29590
C: -0.98131 -1.71703 -1.13453
H: 0.15457 -3.53100 -1.34778
H: 1.16445 -3.31751 0.92312
H: 0.57346 -1.34945 2.31202
H: -1.94836 0.12377 -0.57864
H: -1.48721 -1.79179 -2.08644

Here are the Löwdin charges for atoms 1 to 2, given in e: 1.3857, -0.0283


Molecular formula: C6CrF18O18S6
Method: DFT, ωB97M-V/def2-TZVPD

Values from the calculation:
multiplicity = 5
⟨S²⟩ = 6.00
HOMO (alpha / beta) = 3.99 / 1.02 eV
relative energy (zero: lowest compared OMol25 entry of this formula, charge and spin) = 52.20 kcal/mol
net charge = -4
total energy = -185423.8385 eV
frontier orbital gap (alpha / beta) = 0.1556 / 0.2647 hartree

CARTESIAN COORDINATES (ANGSTROEM)
Cr: -0.24904 -0.02410 -0.23752
C: 0.59986 -3.09723 -3.26477
F: -0.65635 -3.09923 -3.70613
F: 1.30493 -4.08212 -3.83091
F: 1.17064 -1.94417 -3.59697
S: 0.56849 -3.27057 -1.39593
O: 0.19080 -1.92209 -0.91551
O: -0.38276 -4.32340 -0.96206
O: 1.96550 -3.52340 -1.01600
C: 3.95400 1.86270 -0.50366
F: 4.72136 1.27230 0.44678
F: 3.14257 2.74085 0.13132
F: 4.76771 2.55456 -1.31779
S: 2.92918 0.58140 -1.44899
O: 2.92289 1.06228 -2.82269
O: 3.51837 -0.75781 -1.29868
O: 1.61516 0.59061 -0.85488
C: 0.63512 3.91191 2.12088
F: 1.61591 4.61843 1.51570
F: 1.22517 3.01522 2.90414
F: -0.02847 4.77868 2.93256
S: -0.63045 3.16235 0.95278
O: -0.32587 3.73647 -0.36529
O: -0.36689 1.70594 0.82025
O: -1.96473 3.53257 1.42636
C: -3.03078 -2.24997 2.50354
F: -1.76118 -2.34451 2.74701
F: -3.63588 -3.42330 2.62678
F: -3.60222 -1.44489 3.41302
S: -3.24150 -1.54849 0.73331
O: -3.08609 -2.70931 -0.11323
O: -4.60065 -1.05791 0.64926
O: -2.20182 -0.52686 0.47895
C: -3.75143 1.49704 -2.39252
F: -4.68973 1.50093 -3.36185
F: -3.60034 2.77156 -1.99188
F: -4.25445 0.73289 -1.41222
S: -2.08447 0.70804 -3.03169
O: -2.46689 -0.61572 -3.55835
O: -1.56315 1.58153 -4.06697
O: -1.16855 0.67814 -1.87620
C: 2.45282 -0.21902 3.46021
F: 1.56293 0.44815 4.17570
F: 3.10675 0.67272 2.72949
F: 3.29900 -0.85886 4.21799
S: 1.63520 -1.52177 2.27523
O: 2.71380 -1.87983 1.34703
O: 1.11535 -2.55977 3.17982
O: 0.61017 -0.71294 1.55456

Here are the Löwdin charges for atoms 1 to 2, given in e: 0.6951, -0.6689